[1]
Density functional theory data (the ωB97M-V functional and the def2-TZVPD basis) for 7 unconnected molecules or ions with the total composition C19H47F3N4O11PS.

Summary:
Net charge = +1
Frontier orbital gap = 9.20 eV
LUMO = -2.681 eV

Structure (XYZ):
```
86
Properties=species:S:1:pos:R:3:forces:R:3
C -0.602 -4.711 1.371 -0.1298 0.0343 0.3726
C -0.995 -3.377 0.811 -0.0077 0.4935 0.4409
C -2.466 -3.225 0.542 -0.0319 -0.2408 -0.2175
N -0.126 -2.448 0.716 0.2231 -0.8208 -0.6327
C 0.609 -1.677 -0.149 -0.2692 0.4509 0.5381
C 1.818 -2.610 -0.601 -0.2226 -0.3250 -0.0060
F 2.688 -2.704 0.409 -0.1513 -0.0005 -0.2882
F 1.380 -3.859 -0.856 0.1192 0.1436 0.1125
F 2.460 -2.196 -1.696 -0.1089 -0.0468 0.1704
N -0.124 -1.157 -1.405 0.4152 0.3832 -0.5242
C -0.451 -2.194 -2.448 -0.0479 0.0450 -0.0764
C -1.881 -2.687 -2.603 -0.0248 0.0626 0.1799
O -2.067 -3.701 -3.204 -0.0378 -0.2862 -0.1360
C -1.248 -0.150 -1.174 -0.4591 -0.0104 0.0763
C -1.472 0.579 -2.509 0.0507 0.0580 -0.1614
C -2.868 0.451 -3.111 0.0891 -0.2765 0.4243
O -3.126 0.924 -4.174 -0.1123 0.2213 -0.4452
C -1.025 0.734 0.091 0.1024 0.1513 0.1862
C -1.773 0.199 1.333 -0.0890 0.0188 0.4675
N -1.528 1.053 2.488 0.1259 0.0583 -0.1694
C -1.314 2.226 -0.129 0.1650 0.2046 -0.3787
C -2.706 2.705 -0.595 -0.0271 -0.0253 -0.1036
C -3.911 1.793 -0.383 -0.1528 0.0178 0.3219
C -5.125 2.212 -1.198 -0.1867 -0.0513 0.1147
C -6.349 1.386 -0.830 0.2154 -0.2901 0.1210
N -6.140 -0.032 -1.203 -0.1206 0.0005 0.1317
O 0.369 0.780 0.417 -0.1294 -0.2101 -0.3214
C 1.184 -0.365 0.532 0.3702 -0.3654 0.3393
C 1.505 -0.599 2.005 0.2154 0.5371 0.0832
P 2.629 0.435 -0.376 0.1316 0.9455 -0.6255
O 2.852 1.798 0.420 0.0664 -0.3892 0.5262
O 4.025 -0.319 -0.212 -0.2013 -0.2980 0.1404
S 2.204 0.820 -2.221 -0.0518 -0.1460 -0.0748
H -0.489 -5.398 0.526 0.0449 0.0066 0.0042
H -1.373 -5.125 2.021 -0.0125 -0.0194 -0.0579
H 0.337 -4.654 1.915 0.0720 0.0040 -0.1272
H -2.768 -2.214 0.289 0.0620 0.0056 -0.0933
H -2.790 -3.937 -0.224 0.0232 0.0409 -0.0283
H -2.999 -3.508 1.451 0.0142 0.0759 0.0146
H 0.630 -0.555 -1.854 -0.0800 -0.0470 0.1040
H 0.152 -3.079 -2.303 0.0472 -0.0127 0.0758
H -0.153 -1.802 -3.423 -0.0177 0.1028 0.0495
H -2.728 -2.118 -2.196 0.0075 0.1073 -0.0027
H -2.156 -0.713 -0.959 0.1023 -0.2002 0.0100
H -0.790 0.244 -3.293 0.0609 -0.0200 0.0596
H -1.273 1.645 -2.436 0.0769 -0.0608 0.0581
H -3.639 -0.096 -2.531 -0.0159 0.0042 0.0149
H -1.433 -0.803 1.575 0.0655 -0.0125 -0.1702
H -2.843 0.101 1.152 0.0593 0.0057 -0.2443
H -1.186 0.527 3.277 -0.1372 0.0157 0.0576
H -2.346 1.571 2.772 0.0114 -0.0216 0.0352
H -0.578 2.561 -0.864 0.0470 0.0255 0.0717
H -1.006 2.721 0.789 -0.1679 -0.1716 0.1497
H -2.664 2.963 -1.658 0.0012 -0.0896 0.0035
H -2.921 3.657 -0.105 0.0454 -0.0150 0.0306
H -4.197 1.795 0.678 0.0587 0.0139 -0.0121
H -3.691 0.745 -0.609 0.0153 0.0829 -0.1016
H -5.344 3.268 -1.013 0.0763 0.0263 -0.1234
H -4.927 2.064 -2.263 0.0028 0.2194 -0.0035
H -6.518 1.464 0.250 -0.1217 0.1354 -0.0461
H -7.238 1.772 -1.327 0.0367 -0.0151 -0.0685
H -6.999 -0.429 -1.563 0.0479 0.0169 -0.1043
H -5.934 -0.574 -0.372 0.0312 -0.0119 -0.0262
H 1.665 0.387 2.445 -0.0352 -0.0230 0.0183
H 2.405 -1.190 2.161 -0.1515 -0.1940 0.0047
H 0.657 -1.048 2.518 0.0832 -0.1370 -0.0341
H 3.468 1.673 1.165 0.2083 0.1853 -0.0173
H 4.426 -0.303 0.670 0.0601 0.0274 -0.0387
O 3.134 4.824 1.390 0.1672 0.0014 0.0677
H 3.328 5.158 0.508 -0.0293 0.0017 0.0052
H 3.245 3.872 1.317 -0.1937 0.0655 -0.1472
O 5.574 1.847 1.871 -0.2614 0.0534 -0.1448
H 5.649 2.792 1.691 -0.0106 0.0003 0.0257
H 6.476 1.506 1.767 -0.0320 -0.1911 -0.0717
O 8.172 0.710 2.135 -0.0918 0.1518 0.2814
H 8.878 0.055 2.093 0.0188 0.0415 -0.1980
H 8.132 0.964 3.065 0.0863 -0.0507 0.0122
O -3.062 -1.724 3.430 0.0289 -0.1429 0.0829
H -3.897 -1.637 3.902 -0.0090 0.0354 -0.0297
H -2.492 -2.194 4.049 -0.0205 0.0176 0.0275
O 5.712 1.834 -2.299 0.0072 -0.0152 0.0817
H 5.320 1.426 -3.078 -0.0057 0.0438 -0.0098
H 5.419 1.277 -1.571 0.0194 -0.0326 -0.0275
O 10.649 2.264 1.150 -0.0325 -0.0082 0.0472
H 9.705 2.355 1.318 -0.0092 -0.0517 -0.0559
H 10.871 2.974 0.540 0.0184 -0.0142 0.0045
```
Forces are in eV/Å.

Mulliken population analysis, charges in e, atoms 1 to 8: -1.67 1.07 -1.11 -0.25 -0.17 0.39 -0.26 -0.22

[2]
Density functional theory data (the ωB97M-V functional and the def2-TZVPD basis) for a molecular structure, C20H28BrClN2O2Pr.

Summary:
Spin multiplicity = 3
Net charge = -1
Frontier orbital gap (spin up / spin down) = 3.68 / 3.43 eV
LUMO (spin up / spin down) = 2.726 / 2.728 eV

Structure (XYZ):
```
55
Properties=species:S:1:pos:R:3:forces:R:3
Pr 0.038 0.072 0.057 -1.6007 -0.3853 -0.7041
Cl -0.813 -2.115 -1.198 -0.6015 -1.0870 -0.7275
N -0.936 -1.005 2.138 1.0338 -0.1157 2.3196
N 0.889 1.007 -2.128 2.0646 0.4826 -0.7698
C -0.223 -0.800 3.224 -1.4099 -0.2952 -2.6898
C 2.185 1.107 -2.322 -2.7307 -0.3791 0.6244
C -2.322 -1.319 2.531 0.2657 0.1412 -0.2413
C -2.288 -1.153 4.053 0.4566 0.3270 0.5926
C -2.671 -2.745 2.136 0.0555 -0.2439 0.0000
C -3.269 -0.343 1.849 -0.0366 0.1892 0.0402
H -2.070 -3.453 2.720 -0.0724 0.0267 -0.1746
H -2.482 -2.906 1.068 -0.0073 0.0510 0.2079
H -3.732 -2.923 2.355 0.1308 -0.0739 -0.0542
H -2.936 0.689 2.011 -0.1291 -0.1560 -0.0686
H -4.275 -0.480 2.261 0.0041 0.0806 -0.1376
H -3.298 -0.534 0.766 0.0077 0.0290 0.2719
C 0.194 1.412 -3.368 0.0590 -0.0822 0.3529
C 1.345 1.543 -4.368 0.7626 -0.1649 -0.0398
C -0.502 2.745 -3.132 0.0258 0.2103 0.0932
C -0.812 0.357 -3.796 0.0051 -0.1643 -0.1043
H -0.316 -0.613 -3.908 -0.1721 0.0937 0.0575
H -1.248 0.655 -4.758 -0.0358 -0.0913 0.0876
H -1.618 0.241 -3.060 0.2286 0.0309 -0.1641
H 0.248 3.522 -2.936 -0.2041 -0.0608 0.0480
H -1.175 2.689 -2.266 0.1900 0.0274 -0.1924
H -1.074 3.020 -4.026 0.0187 0.0497 0.0952
O 2.566 1.408 -3.555 0.0667 0.4951 -1.1011
H 1.394 2.513 -4.876 -0.0136 -0.2023 0.1315
H 1.363 0.733 -5.110 0.0194 0.1764 0.1712
O -0.875 -0.864 4.371 -0.8124 -0.2090 0.8936
H -2.560 -2.060 4.609 0.0568 0.2184 -0.1540
H -2.887 -0.304 4.411 0.2116 -0.1764 -0.0606
C 1.242 -0.478 3.194 -0.5280 0.1447 -0.3202
C 3.212 0.897 -1.255 -0.6400 0.2484 -0.1704
C 2.807 -0.219 -0.325 1.6097 -1.7066 0.1763
H 3.264 1.840 -0.682 -0.0182 -0.2691 -0.1518
H 4.178 0.721 -1.727 0.0018 -0.0181 -0.0009
C 2.033 0.020 0.823 -0.7847 0.2390 -0.4868
C 1.862 -0.890 1.874 1.4592 -1.7583 0.5485
H 1.034 1.374 0.850 2.2348 2.1524 1.0414
C 2.213 -2.228 1.608 0.0913 1.5888 0.3763
C 2.807 -2.516 0.378 0.2646 -1.4705 -0.1974
C 1.897 -3.300 2.593 0.0302 -0.6218 0.0704
C 3.133 -1.565 -0.587 0.0181 1.7848 0.5069
H 3.053 -3.558 0.166 -0.0735 0.1357 0.0120
C 3.758 -1.936 -1.888 0.1944 -0.5133 -0.3432
H 4.065 -2.983 -1.866 0.0216 0.0095 -0.0816
H 4.641 -1.330 -2.118 -0.0601 -0.0326 0.0380
H 3.054 -1.821 -2.723 0.0540 0.0321 0.1411
H 2.165 -3.025 3.618 -0.0157 0.0027 -0.0876
H 2.442 -4.209 2.334 -0.0276 -0.0433 0.0782
H 0.829 -3.556 2.585 0.0980 0.1430 -0.0171
H 1.722 -0.972 4.044 -0.0385 0.0611 0.0121
H 1.336 0.614 3.323 -0.0133 -0.3176 -0.0189
Br -0.925 2.569 0.863 -1.7148 1.4672 0.2710
```
Forces are in eV/Å.

Mulliken population analysis, charges in e, atoms 1 to 8: -0.03 -0.61 0.27 0.14 0.64 0.66 1.42 -0.81

[3]
Density functional theory data (the ωB97M-V functional and the def2-TZVPD basis) for a molecular structure, C54H41BrClLuN4O5STe.

Summary:
Net charge = -2
Energy relative to the best compared isomer or geometry (same formula, charge and spin) = 0.0 kJ/mol
Frontier orbital gap = 5.99 eV
LUMO = 3.670 eV

Structure (XYZ):
```
109
Properties=species:S:1:pos:R:3:forces:R:3
Lu -0.689 0.816 -1.799 0.2534 1.5944 -0.0175
N -4.430 -0.990 -3.978 -0.8078 -1.3941 -1.5067
C -3.265 -0.409 -3.654 3.1597 -0.4230 1.0379
S -3.339 0.905 -2.626 -0.3847 1.2147 1.0920
N -2.121 -0.996 -3.999 -1.8193 -1.1841 -2.1138
N -0.903 -0.565 -3.595 1.3586 -0.5225 -0.4147
C 0.130 -1.164 -4.173 -3.0262 -0.7750 -0.3825
C 1.427 -1.362 -3.679 3.1530 1.4072 1.3649
C 2.261 -2.444 -4.112 -1.8404 0.5303 -0.0946
C 3.490 -2.629 -3.552 0.7102 -0.3564 -0.1148
C 4.043 -1.702 -2.676 0.9598 0.4445 1.0358
C 3.346 -0.595 -2.241 -1.0563 -0.1682 -0.8111
C 2.007 -0.403 -2.746 0.3103 -0.1765 -0.0799
O 1.346 0.671 -2.400 0.0405 -0.6953 -0.0609
H -5.291 -0.492 -3.766 0.6083 -0.3271 -0.2479
H -4.388 -1.729 -4.699 -0.2516 0.7856 0.7472
H -0.069 -1.830 -5.032 -0.5260 0.2855 0.3072
H 1.818 -3.127 -4.857 0.4018 0.1621 0.4424
H 4.123 -3.484 -3.719 -0.1962 -0.3411 -0.5723
H 5.086 -1.922 -2.331 -1.0770 0.4195 -0.1167
H 3.716 0.166 -1.554 0.0357 -0.3513 -0.1978
Br 0.026 2.577 -5.042 0.5332 -0.1951 -0.0638
C -1.669 3.329 -4.832 -1.6198 0.1584 -0.7172
C -2.424 3.553 -5.961 -0.2002 0.3704 0.8148
C -3.719 4.143 -5.824 0.4079 -0.2948 -1.4735
C -4.238 4.449 -4.617 -0.0793 0.3549 1.3091
C -3.500 4.183 -3.404 0.6152 -0.2939 -2.9382
C -4.011 4.446 -2.152 0.1538 0.0787 1.6037
C -3.192 4.183 -1.086 0.1204 0.9375 1.4114
C -1.880 3.654 -1.212 -1.5249 0.4601 0.5388
C -1.448 3.148 -2.400 1.2344 0.2071 -0.2677
C -2.199 3.577 -3.546 -0.1317 -0.0994 0.9925
H -2.005 3.267 -6.904 -0.0660 0.1021 -0.4871
H -4.309 4.376 -6.730 0.4416 -0.2698 0.5095
H -5.230 4.919 -4.567 0.3978 -0.2094 0.1474
H -4.981 4.910 -2.003 -0.0451 -0.1918 -0.1507
H -3.485 4.435 -0.043 -0.1680 -0.0849 -0.8058
H -1.325 3.636 -0.275 0.1701 -0.5340 -0.2166
C 4.645 1.685 4.485 0.0285 2.2205 1.2561
C 3.762 0.965 3.550 -0.6964 -0.6778 -0.3306
C 3.625 -0.434 3.662 0.7682 1.1572 0.1581
C 2.843 -1.183 2.850 -0.3104 -2.1269 -1.1476
C 3.001 -2.705 2.875 0.4538 -0.4107 0.4544
O 4.097 -3.235 3.052 -0.0076 1.3088 0.0152
C 1.861 -3.703 2.826 -0.2537 2.0104 -0.3848
C 2.223 -5.017 3.062 -1.3687 -0.2898 -0.3822
C 1.199 -5.962 3.053 0.6785 -0.6047 0.8630
C -0.130 -5.565 3.013 0.2570 -1.4036 -0.5763
C -0.448 -4.257 2.778 -1.1757 0.7729 -0.7471
C 0.529 -3.294 2.602 0.5669 -0.7540 0.8834
C 2.200 -0.605 1.727 -1.5204 1.3199 -2.7349
O 1.624 -1.214 0.768 0.4632 -0.2848 1.2019
C 2.291 0.858 1.585 0.3269 1.1367 2.8473
C 3.006 1.626 2.564 0.2281 -1.0597 -1.3360
C 1.557 1.649 0.583 -0.7873 -0.2118 -0.6590
N 0.257 1.623 0.369 1.0268 0.0713 1.6182
C -0.477 1.173 1.605 -0.2769 -0.9281 -0.2832
C -1.928 1.635 1.587 -0.3825 -0.0212 0.2329
Te -3.440 0.685 2.873 0.6282 0.2705 0.3995
C -2.392 0.617 4.763 -0.3288 -0.2905 -0.4129
C -1.532 -0.466 4.988 0.1507 0.4081 -0.6347
C -0.810 -0.541 6.154 0.2688 0.1995 0.6692
C -0.997 0.391 7.162 -0.6525 0.3341 -0.2537
C -1.949 1.407 7.002 -0.3647 0.0016 0.1669
C -2.637 1.539 5.789 0.3817 -0.2940 -0.3344
C 2.390 2.631 -0.168 0.3986 -1.2271 -0.8355
C 3.786 2.529 -0.185 0.6967 0.4300 -0.0748
C 4.567 3.485 -0.857 -0.4698 0.3389 0.7839
C 3.912 4.603 -1.402 0.4451 -0.5727 -0.2038
C 2.535 4.580 -1.589 0.1721 -0.3211 0.0877
C 1.805 3.536 -1.025 -1.4019 1.0651 -1.0864
H 5.135 1.073 5.235 0.2499 -0.4420 -0.2549
H 4.040 2.376 5.122 0.2026 -0.2378 -0.3283
H 5.394 2.381 4.032 -0.3474 -0.7504 0.0078
H 4.223 -1.003 4.352 0.2987 0.1334 0.4540
H 3.263 -5.247 3.214 0.0568 -0.1579 -0.0662
H 1.464 -7.020 3.178 -0.2336 0.3689 -0.0502
H -0.911 -6.332 2.998 0.2045 0.3010 0.1976
H -1.496 -4.013 2.579 0.3243 0.1956 0.2473
H 0.234 -2.281 2.361 0.3441 -0.0269 -0.0976
H 3.066 2.731 2.399 0.0005 -0.9803 0.4572
H 0.043 1.585 2.479 -0.1427 -0.2349 -0.1238
H -0.499 0.075 1.654 0.2805 0.2228 0.0655
H -2.374 1.444 0.612 -0.1516 0.0546 -0.0886
H -2.068 2.677 1.848 0.2317 0.2059 -0.2759
H -1.323 -1.201 4.223 -0.2820 0.0205 -0.2115
H -0.071 -1.309 6.334 -0.0148 -0.2020 -0.2846
H -0.387 0.255 8.038 -0.1037 0.3293 0.4751
H -2.258 2.070 7.822 0.5568 -0.1841 -0.2698
H -3.334 2.359 5.583 0.2564 -0.3325 0.3424
H 4.274 1.716 0.356 -0.1707 0.2232 -0.2614
H 5.667 3.415 -0.853 -0.6715 0.0709 0.0435
H 4.482 5.456 -1.736 0.1795 0.0192 -0.2884
H 2.059 5.335 -2.222 0.0331 -0.2813 0.3642
H 0.744 3.437 -1.356 0.7696 0.1694 0.7615
Cl -2.988 -6.441 -3.534 0.2289 0.0272 -0.3490
C -2.457 -5.157 -2.473 0.5470 0.7392 0.1967
C -3.331 -4.830 -1.455 0.7944 0.4786 0.7375
C -2.968 -3.924 -0.453 0.4637 0.7314 -0.9363
C -1.825 -3.128 -0.682 0.0335 -0.4057 0.0972
C -0.897 -3.492 -1.701 -1.7571 0.0732 -0.4894
C -1.217 -4.505 -2.634 -1.2383 -0.2569 2.0987
C -1.686 -1.794 0.074 1.3231 0.5147 0.1620
O -1.977 -1.655 1.275 0.1521 -0.5590 -1.9539
O -1.177 -0.860 -0.705 -1.1253 -1.6068 1.7891
H -4.308 -5.228 -1.463 -0.8315 -0.7691 0.1936
H -3.625 -3.745 0.407 0.2656 0.1930 -0.5152
H -0.048 -2.858 -1.875 0.3757 0.0247 0.1571
H -0.551 -4.902 -3.353 0.7091 0.1386 -0.7258
```
Forces are in eV/Å.

Mulliken population analysis, charges in e, atoms 1 to 8: 1.13 -0.45 0.66 -0.58 -1.49 1.30 -1.05 0.98

[4]
Density functional theory data (the ωB97M-V functional and the def2-TZVPD basis) for 2 unconnected molecules or ions with the total composition C3H3Cl2N5O2.

Summary:
SMILES = NC1=NONC1=C=NCl.O=NCl
Net charge = 0
Frontier orbital gap (spin up / spin down) = 6.43 / 6.31 eV
LUMO (spin up / spin down) = -1.991 / -1.922 eV

Structure (XYZ):
```
15
Properties=species:S:1:pos:R:3:forces:R:3
C -0.641 0.226 1.062 -0.8767 -2.4837 -0.0933
C 0.082 0.368 -0.174 1.3253 2.2056 1.4385
C -1.511 -0.826 1.256 1.3238 2.5892 -0.1162
N -0.053 0.989 1.971 2.6086 0.5641 -0.3589
N 0.979 1.340 -0.042 -0.7043 -1.9337 -0.6431
N -2.136 -1.815 1.349 -0.1937 -1.8427 0.2949
N -0.259 -0.398 -1.223 -2.2670 -0.6286 -0.4978
N -2.296 2.094 0.133 -2.9643 2.1594 3.0456
O 1.079 1.676 1.291 -2.1700 -0.3649 0.4354
O -3.045 2.590 0.933 2.8098 -1.7865 -2.8166
Cl -3.943 -1.925 0.591 -0.6008 0.3022 -0.1802
Cl -3.173 1.455 -1.326 -0.1278 -0.1176 -0.3068
H -1.281 -0.724 -1.082 2.2714 0.5650 -0.8102
H -0.116 0.051 -2.115 0.0384 -0.2054 -0.2157
H -0.498 1.538 2.654 -0.4726 0.9777 0.8243
```
Forces are in eV/Å.

Mulliken population analysis, charges in e, atoms 1 to 8: 0.03 0.74 0.23 -0.11 -0.47 -0.35 -0.50 0.33